Record 1
Density functional theory data (ωB97M-V/def2-TZVPD) for a structure of composition C11H26F6N6O12P2S7Sn.

The HOMO energy is -0.076 Ha. The LUMO energy comes out at 0.1459 Eh. The total charge is -2. For the total energy, the calculation gives -161909.4721 eV. The molar mass is 953.48 g mol⁻¹.

Last column: Löwdin charge in e.
Atoms and positions in Å:
Sn: 0.13 0.16 1.01  1.250
C: -1.68 3.05 3.95  -0.108
O: -2.42 1.86 4.21  -0.186
C: -1.77 0.67 3.78  -0.924
O: -1.30 0.78 2.55  -0.381
N: -2.74 -0.38 3.97  -0.078
N: -2.71 -1.49 3.08  0.015
H: -2.27 3.86 4.38  0.085
H: -1.54 3.23 2.88  0.046
H: -0.69 3.03 4.42  0.061
H: -2.71 -0.73 4.92  0.070
H: -3.05 -1.16 2.18  0.057
H: -1.76 -1.83 2.94  -0.029
N: -2.33 2.48 -2.36  0.148
C: -2.55 2.87 -0.91  -0.504
C: -3.65 3.91 -0.83  -0.094
P: -3.15 1.23 -0.25  0.271
O: -3.63 1.57 1.22  -0.125
O: -4.30 0.97 -1.17  -0.328
O: -2.00 0.27 -0.23  -0.495
P: -0.90 3.53 -0.40  0.271
O: -0.88 4.80 -1.46  -0.193
O: -0.96 4.06 0.98  -0.301
O: 0.08 2.52 -0.89  -0.378
H: -3.14 1.88 -2.61  0.132
H: -1.44 1.95 -2.37  0.137
H: -2.24 3.30 -2.95  0.143
H: -4.61 3.49 -1.14  0.073
H: -3.41 4.79 -1.44  0.068
H: -3.73 4.24 0.20  0.087
H: -2.89 1.37 1.86  0.044
H: -0.46 5.56 -1.03  0.061
S: 0.70 -2.27 2.17  -0.082
S: 1.60 -1.84 3.96  -0.108
S: 0.07 -1.46 5.29  -0.022
S: -0.35 0.53 5.15  0.447
F: 2.57 3.82 0.55  0.138
C: 3.33 3.51 1.60  -0.668
F: 2.72 3.92 2.72  0.129
F: 4.48 4.19 1.49  0.110
S: 3.65 1.69 1.72  0.573
O: 2.38 1.12 2.11  -0.407
O: 4.73 1.58 2.65  -0.277
N: 4.10 1.44 0.25  -0.290
S: 3.83 0.19 -0.65  0.552
O: 4.38 0.42 -1.95  -0.288
O: 2.53 -0.40 -0.53  -0.378
C: 4.93 -1.10 0.08  -0.663
F: 4.87 -2.23 -0.66  0.105
F: 6.22 -0.71 0.10  0.116
F: 4.56 -1.40 1.32  0.129
C: 1.04 -4.46 -0.37  -0.116
N: 1.00 -4.17 -1.80  -0.208
C: 2.17 -4.61 -2.53  -0.063
C: 0.08 -3.32 -2.30  -0.779
S: -0.91 -2.36 -1.40  0.743
N: 0.07 -3.29 -3.71  -0.251
C: -0.36 -4.55 -4.32  -0.083
C: -0.60 -2.16 -4.33  -0.139
H: 1.43 -5.47 -0.24  0.086
H: 0.05 -4.37 0.05  0.041
H: 1.69 -3.75 0.15  0.035
H: 3.06 -4.36 -1.95  0.088
H: 2.23 -4.10 -3.49  0.087
H: 2.16 -5.69 -2.69  0.081
H: 0.17 -5.39 -3.90  0.068
H: -0.16 -4.52 -5.39  0.081
H: -1.44 -4.70 -4.18  0.092
H: -0.24 -1.23 -3.88  0.073
H: -1.69 -2.19 -4.21  0.071
H: -0.35 -2.17 -5.40  0.078

Record 2
Density functional theory data (ωB97M-V/def2-TZVPD) for the ion C2H3ClNO2S2 with charge -1 in a non-equilibrium geometry.

The HOMO energy is -0.165 Ha. The LUMO energy comes out at 0.1233 Eh. The total charge is -1. For the total energy, the calculation gives -41901.6139 eV. The molar mass is 172.64 g mol⁻¹. For the relative energy (zero: lowest compared OMol25 entry of this formula, charge and spin), the calculation gives 0.0 kcal per mole.

Last column: natural (NBO) charge in e.
Atoms and positions in Å:
C: -2.54 -0.69 0.01  0.102
C: -0.08 -0.04 0.52  -0.459
N: -1.70 0.19 0.36  -0.611
O: -1.10 2.69 0.90  -1.017
O: -1.93 2.17 -1.28  -0.992
S: -4.12 -0.46 -0.31  -0.241
S: -2.20 2.10 0.14  1.698
Cl: -1.90 -2.40 -0.09  -0.150
H: 0.11 1.00 0.92  0.252
H: 0.21 -0.96 1.22  0.214
H: 0.44 0.00 -0.42  0.204